No. 1
The following is a DFT calculation (ωB97M-V/def2-TZVPD) of the molecule C9H9FN2 at a distorted geometry.

Computed properties:
Structure (SMILES): C\N=C1/C=CC=C/C1=N/C=C/F
Relative energy (zero: lowest compared OMol25 entry of this formula, charge and spin): 386.9 kJ/mol

Structure (XYZ):
```
21
C9H9FN2 ωB97M-V/def2-TZVPD
F -4.01959 0.19694 -0.00398
N -0.69071 1.08237 -0.03955
N -1.00743 -1.86047 -0.04727
C -0.77632 2.48171 -0.02061
C 1.32868 -2.00991 -0.24335
C 0.07698 -1.19225 -0.23806
C -2.26145 -1.35728 0.28160
C 0.33091 0.24677 -0.05105
C 2.51448 -1.52274 0.13116
C -2.81395 -0.31314 -0.32023
C 1.75760 0.70587 0.00583
C 2.79767 -0.10162 0.14756
H -0.80406 2.91473 0.96003
H 3.31279 -2.23420 0.24670
H 2.01539 1.78205 -0.02184
H 1.21616 -3.13935 -0.16436
H -2.29782 0.29480 -1.07912
H 3.92159 0.27847 0.38871
H -2.84341 -1.99132 1.01922
H -1.82740 2.77910 -0.48985
H 0.06986 2.95948 -0.46156
```

---

No. 2
The following is a DFT calculation (ωB97M-V/def2-TZVPD) of the molecule C9H9N at a distorted geometry.

Computed properties:
Structure (SMILES): C[C@]1(C#N)CC12C=CC=C2
Relative energy (zero: lowest compared OMol25 entry of this formula, charge and spin): 238.4 kJ/mol

Structure (XYZ):
```
19
C9H9N ωB97M-V/def2-TZVPD
N -2.94892 -1.50344 -0.45095
C -0.56652 0.39706 1.51897
C 1.46199 0.53815 -0.16143
C 0.67031 -1.61830 0.38130
C -1.17108 0.30170 0.06392
C -2.15105 -0.73698 -0.24825
C 0.22799 -0.18295 0.36515
C 2.32465 -0.42670 -0.55420
C -1.50264 1.61188 -0.70597
C 1.84923 -1.72297 -0.14663
H -1.05118 1.53082 -1.70019
H 3.20642 -0.21902 -1.16163
H -0.06874 1.39530 1.60311
H -1.06953 2.66579 -0.30849
H -0.80721 -0.29533 2.36394
H 2.49070 -2.51342 -0.42879
H -2.61246 1.67812 -0.77644
H 0.10276 -2.45490 0.72519
H 1.61529 1.55518 -0.37862
```

---

No. 3
The following is a DFT calculation (ωB97M-V/def2-TZVPD) of C9H9N3 as an isolated structure at a distorted geometry.

Computed properties:
Relative energy (zero: lowest compared OMol25 entry of this formula, charge and spin): 511.0 kJ/mol

Structure (XYZ):
```
21
C9H9N3 ωB97M-V/def2-TZVPD
N 1.19715 1.57204 1.95365
N -1.59531 -2.48530 0.26184
N 1.90254 2.36750 -0.24799
C -0.62120 -0.19102 0.40458
C 0.02235 -0.45610 -2.22118
C 1.07162 1.56204 0.56068
C -0.90657 -1.19373 -1.64911
C 0.62707 0.60441 -1.60331
C 0.10816 0.87853 -0.24277
C -0.49380 -0.19664 1.88204
C 0.45134 0.51309 2.55142
C -1.18955 -1.35949 -0.34967
H 0.24335 0.55582 3.73402
H -1.98907 -3.34504 -0.35315
H 0.43154 -0.44690 -3.43916
H -1.10647 -0.87284 2.57824
H -2.25835 -2.47600 1.12857
H 2.55661 3.02923 0.28498
H -1.07435 -2.07475 -2.31173
H 1.63572 1.05918 -2.00209
H 0.98720 2.95598 -0.91982
```

---

No. 4
The following is a DFT calculation (ωB97M-V/def2-TZVPD) of a 2-piece molecular cluster, C9H9N3O2 overall at a distorted geometry.

Computed properties:
Structure (SMILES): O=c1cc[nH]c(=O)[nH]1.c1ccncc1
Relative energy (zero: lowest compared OMol25 entry of this formula, charge and spin): 478.7 kJ/mol

Structure (XYZ):
```
23
C9H9N3O2 ωB97M-V/def2-TZVPD
O -0.53458 2.38170 -1.48648
O -2.01296 -1.89834 -1.31063
N -2.36115 -0.58046 0.50808
N 0.43609 -0.65604 1.18785
N -0.88628 0.22076 -1.17652
C 1.91996 -1.39410 -0.58529
C 2.43219 -0.10313 -0.79478
C -1.66386 -0.81008 -0.67839
C 0.81082 -1.70076 0.33004
C -1.01482 1.44501 -0.77967
C -1.89077 0.53548 1.28246
C 2.13435 0.94093 0.11631
C -1.31986 1.49868 0.64783
C 1.25023 0.46566 1.10330
H 1.96379 -2.17992 -1.32203
H 3.08554 0.18492 -1.50461
H 2.50928 2.02106 0.00778
H -0.75072 2.49910 0.91005
H 0.85638 0.82183 2.05055
H -2.28629 -1.56331 0.96550
H -0.68805 -0.05109 -2.20897
H -2.26775 0.48497 2.33788
H 0.27843 -2.56288 0.39975
```

---

Number 1: HOMO level -8.04 eV. Number 2: HOMO level -8.92 eV. Number 3: HOMO level -7.61 eV. Number 4: HOMO level -9.41 eV.